[1]
This record from the Open Molecules 2025 dataset describes a molecular structure, C42H105N7Na3O18P at a distorted geometry. The level of theory is ωB97M-V/def2-TZVPD.

Positions of all 176 atoms, in Å:
Na (-24.20, -17.50, 26.55)
Na (-20.63, -21.04, 20.23)
Na (-24.30, -13.63, 19.92)
P (-23.14, -17.50, 22.55)
O (-22.21, -18.38, 23.34)
O (-23.05, -16.15, 23.14)
O (-24.63, -17.86, 22.72)
O (-22.70, -17.45, 21.07)
C (-24.37, -25.12, 25.70)
O (-23.82, -25.39, 24.41)
C (-24.80, -25.17, 23.40)
C (-25.04, -23.65, 23.27)
N (-25.67, -23.33, 21.97)
C (-27.08, -23.87, 22.06)
C (-28.17, -23.09, 21.20)
O (-29.40, -23.70, 21.25)
C (-30.27, -23.02, 22.14)
H (-25.27, -25.70, 25.91)
H (-24.77, -24.11, 25.76)
H (-23.60, -25.35, 26.43)
H (-25.73, -25.69, 23.66)
H (-24.41, -25.56, 22.46)
H (-24.10, -23.10, 23.27)
H (-25.51, -23.17, 24.13)
H (-25.92, -22.37, 22.16)
H (-27.47, -23.99, 23.07)
H (-27.16, -24.91, 21.75)
H (-27.77, -23.15, 20.19)
H (-28.18, -22.06, 21.56)
H (-29.81, -23.05, 23.12)
H (-31.22, -23.56, 22.14)
H (-30.43, -21.98, 21.87)
C (-24.10, -6.81, 26.33)
O (-24.40, -7.35, 25.00)
C (-23.31, -8.06, 24.30)
C (-23.98, -8.95, 23.16)
N (-22.96, -9.83, 22.60)
C (-21.82, -9.29, 21.89)
C (-21.91, -8.43, 20.67)
O (-22.40, -9.39, 19.65)
C (-21.83, -9.13, 18.34)
H (-23.02, -6.94, 26.44)
H (-24.61, -7.48, 27.01)
H (-24.63, -5.88, 26.11)
H (-22.54, -8.61, 24.85)
H (-22.67, -7.31, 23.84)
H (-24.49, -8.58, 22.27)
H (-24.64, -9.60, 23.73)
H (-22.83, -10.74, 23.03)
H (-21.23, -10.11, 21.48)
H (-21.18, -8.74, 22.57)
H (-20.95, -7.94, 20.53)
H (-22.63, -7.64, 20.92)
H (-22.30, -8.24, 17.94)
H (-22.05, -9.92, 17.63)
H (-20.74, -9.21, 18.30)
C (-16.01, -12.80, 26.17)
O (-16.72, -13.03, 27.32)
C (-17.62, -14.10, 27.36)
C (-17.00, -15.50, 27.21)
N (-18.00, -16.59, 27.35)
C (-17.17, -17.83, 27.38)
C (-16.15, -17.92, 28.53)
O (-14.87, -17.29, 28.43)
C (-13.96, -17.43, 29.44)
H (-15.10, -13.39, 26.11)
H (-15.56, -11.80, 26.10)
H (-16.62, -13.02, 25.29)
H (-18.39, -13.98, 26.60)
H (-18.03, -14.02, 28.36)
H (-16.12, -15.49, 27.86)
H (-16.62, -15.55, 26.19)
H (-18.47, -16.69, 26.46)
H (-16.73, -17.87, 26.38)
H (-17.74, -18.75, 27.49)
H (-15.92, -18.97, 28.69)
H (-16.62, -17.76, 29.50)
H (-14.49, -17.34, 30.38)
H (-13.27, -16.59, 29.52)
H (-13.47, -18.41, 29.43)
C (-15.45, -14.70, 14.40)
O (-16.66, -15.15, 15.00)
C (-16.53, -16.15, 15.99)
C (-16.33, -15.42, 17.34)
N (-16.71, -16.32, 18.38)
C (-16.27, -15.82, 19.66)
C (-14.81, -16.35, 19.96)
O (-13.93, -15.27, 19.68)
C (-12.88, -15.03, 20.62)
H (-15.00, -15.55, 13.88)
H (-14.76, -14.34, 15.16)
H (-15.66, -13.96, 13.62)
H (-15.74, -16.91, 15.93)
H (-17.48, -16.68, 15.93)
H (-16.99, -14.57, 17.55)
H (-15.26, -15.26, 17.39)
H (-17.71, -16.28, 18.50)
H (-17.01, -16.18, 20.37)
H (-16.31, -14.76, 19.91)
H (-14.54, -17.16, 19.27)
H (-14.85, -16.60, 21.02)
H (-11.94, -15.50, 20.33)
H (-13.09, -15.49, 21.59)
H (-12.69, -14.02, 20.95)
C (-23.38, -24.88, 14.77)
O (-22.27, -23.98, 14.76)
C (-22.55, -22.91, 15.60)
C (-21.26, -22.09, 15.91)
N (-20.48, -23.17, 16.47)
C (-19.02, -22.90, 16.51)
C (-18.29, -23.74, 17.46)
O (-18.86, -23.73, 18.79)
C (-18.12, -24.28, 19.88)
H (-23.12, -25.65, 15.49)
H (-23.47, -25.51, 13.89)
H (-24.38, -24.55, 15.04)
H (-23.21, -23.11, 16.44)
H (-23.22, -22.19, 15.13)
H (-21.43, -21.25, 16.59)
H (-21.01, -21.64, 14.95)
H (-20.71, -23.90, 15.82)
H (-18.91, -21.89, 16.90)
H (-18.64, -22.95, 15.49)
H (-17.28, -23.40, 17.26)
H (-18.33, -24.79, 17.16)
H (-18.74, -24.36, 20.77)
H (-17.29, -23.64, 20.19)
H (-17.74, -25.24, 19.54)
C (-26.75, -15.26, 16.73)
O (-27.56, -15.08, 17.87)
C (-28.16, -16.34, 18.30)
C (-29.21, -16.15, 19.39)
N (-28.78, -15.52, 20.56)
C (-29.81, -15.14, 21.53)
C (-30.28, -16.18, 22.56)
O (-30.89, -15.64, 23.75)
C (-31.94, -14.68, 23.63)
H (-27.49, -15.31, 15.93)
H (-26.13, -16.14, 16.63)
H (-26.21, -14.32, 16.61)
H (-27.31, -16.91, 18.68)
H (-28.61, -16.88, 17.47)
H (-29.84, -17.01, 19.61)
H (-29.95, -15.48, 18.95)
H (-28.18, -16.20, 21.00)
H (-30.67, -14.73, 21.00)
H (-29.29, -14.31, 22.01)
H (-29.47, -16.82, 22.90)
H (-31.13, -16.69, 22.09)
H (-31.63, -13.72, 23.22)
H (-32.38, -14.29, 24.55)
H (-32.82, -15.01, 23.07)
C (-28.66, -23.67, 30.87)
O (-29.58, -23.25, 29.81)
C (-29.08, -22.27, 28.87)
C (-29.00, -20.82, 29.49)
N (-28.37, -19.65, 28.80)
C (-28.32, -18.60, 29.80)
C (-27.66, -17.29, 29.46)
O (-26.34, -17.19, 29.95)
C (-25.69, -15.98, 29.60)
H (-29.30, -24.41, 31.35)
H (-28.44, -22.90, 31.61)
H (-27.68, -24.03, 30.58)
H (-29.74, -22.24, 28.00)
H (-28.07, -22.51, 28.54)
H (-28.38, -20.90, 30.39)
H (-30.02, -20.59, 29.81)
H (-28.61, -19.54, 27.82)
H (-27.98, -18.79, 30.82)
H (-29.35, -18.25, 29.79)
H (-28.19, -16.60, 30.13)
H (-27.79, -16.94, 28.44)
H (-26.16, -15.15, 30.14)
H (-25.66, -15.86, 28.52)
H (-24.63, -15.93, 29.85)

Its frontier orbital gap is 0.0956 Ha. The molar mass is 1096.3 g mol⁻¹. The HOMO energy is -0.119 hartree. As for the spin multiplicity: 1.


[2]
This record from the Open Molecules 2025 dataset describes 14 unconnected molecules or ions with the total composition C42H105N7O28S7 at a distorted geometry. The level of theory is ωB97M-V/def2-TZVPD.

Positions of all 189 atoms, in Å:
O (16.17, 12.42, 26.55)
S (14.87, 13.05, 26.72)
O (14.36, 13.38, 28.06)
O (14.98, 14.42, 25.86)
C (15.65, 14.39, 24.63)
C (15.99, 15.80, 24.28)
C (13.56, 12.21, 25.73)
H (14.97, 14.17, 23.81)
H (16.56, 13.78, 24.61)
H (15.14, 16.49, 24.27)
H (16.45, 15.86, 23.30)
H (16.71, 16.20, 24.99)
H (13.21, 11.43, 26.41)
H (14.03, 11.87, 24.81)
H (12.78, 12.95, 25.57)
O (12.56, 17.23, 13.19)
S (11.21, 16.62, 13.26)
O (10.00, 17.36, 13.63)
O (10.93, 15.89, 11.78)
C (9.61, 15.59, 11.42)
C (9.51, 14.48, 10.39)
C (11.38, 15.17, 14.37)
H (9.07, 16.49, 11.11)
H (9.04, 15.37, 12.33)
H (10.36, 13.80, 10.47)
H (9.50, 14.81, 9.35)
H (8.61, 13.88, 10.57)
H (10.45, 14.61, 14.31)
H (11.52, 15.57, 15.38)
H (12.11, 14.50, 13.93)
O (15.22, 9.27, 18.77)
S (16.30, 8.50, 18.07)
O (15.96, 7.20, 17.39)
O (16.78, 9.49, 16.82)
C (16.80, 10.90, 16.99)
C (18.10, 11.43, 16.27)
C (17.92, 8.32, 18.91)
H (16.85, 11.23, 18.03)
H (15.85, 11.34, 16.67)
H (18.22, 12.51, 16.22)
H (18.10, 11.10, 15.23)
H (18.99, 10.97, 16.69)
H (18.28, 9.34, 19.02)
H (18.60, 7.74, 18.30)
H (17.77, 7.84, 19.88)
O (14.49, 19.21, 16.70)
S (15.85, 19.24, 17.31)
O (16.66, 18.03, 17.50)
O (16.71, 20.35, 16.43)
C (18.10, 20.66, 16.79)
C (19.00, 20.80, 15.50)
C (15.76, 20.16, 18.86)
H (18.57, 19.91, 17.43)
H (18.08, 21.60, 17.32)
H (19.13, 19.87, 14.95)
H (19.98, 21.15, 15.84)
H (18.56, 21.53, 14.82)
H (15.31, 19.52, 19.62)
H (15.21, 21.05, 18.56)
H (16.73, 20.61, 19.08)
O (12.15, 14.71, 22.26)
S (10.85, 14.81, 22.83)
O (10.14, 13.55, 22.95)
O (11.04, 15.47, 24.37)
C (12.06, 16.43, 24.58)
C (11.48, 17.74, 25.12)
C (9.68, 16.08, 22.07)
H (12.65, 16.64, 23.69)
H (12.78, 15.97, 25.26)
H (10.78, 17.65, 25.95)
H (10.90, 18.26, 24.35)
H (12.28, 18.42, 25.41)
H (8.97, 16.46, 22.80)
H (9.16, 15.59, 21.25)
H (10.30, 16.89, 21.69)
O (17.02, 11.07, 20.79)
S (16.00, 10.77, 21.77)
O (15.97, 11.49, 23.07)
O (14.55, 11.02, 21.10)
C (14.37, 12.19, 20.31)
C (12.90, 12.40, 20.08)
C (15.81, 8.97, 22.11)
H (14.79, 12.13, 19.31)
H (14.75, 13.13, 20.73)
H (12.54, 12.50, 21.11)
H (12.41, 11.53, 19.62)
H (12.62, 13.30, 19.53)
H (15.22, 8.38, 21.41)
H (15.27, 8.81, 23.04)
H (16.78, 8.47, 22.13)
O (15.41, 13.58, 16.69)
S (14.44, 14.67, 16.83)
O (12.97, 14.44, 16.93)
O (14.95, 15.57, 18.19)
C (13.98, 16.19, 19.07)
C (14.45, 16.36, 20.51)
C (14.80, 15.89, 15.53)
H (12.99, 15.74, 18.98)
H (13.73, 17.13, 18.58)
H (15.16, 17.19, 20.56)
H (15.02, 15.50, 20.87)
H (13.73, 16.55, 21.30)
H (14.15, 16.72, 15.81)
H (14.58, 15.51, 14.54)
H (15.82, 16.18, 15.76)
C (17.97, 17.21, 13.52)
C (18.31, 16.55, 12.18)
O (17.67, 15.54, 11.88)
N (19.34, 17.10, 11.53)
C (19.78, 16.58, 10.25)
H (18.31, 16.62, 14.37)
H (16.90, 17.33, 13.73)
H (18.53, 18.15, 13.53)
H (19.82, 17.91, 11.89)
H (20.50, 17.31, 9.86)
H (18.89, 16.40, 9.65)
H (20.29, 15.63, 10.36)
C (11.00, 17.97, 18.57)
C (10.07, 16.77, 18.51)
O (10.45, 15.67, 18.90)
N (8.90, 16.78, 17.93)
C (8.26, 17.79, 17.06)
H (11.75, 17.90, 17.78)
H (11.54, 18.03, 19.52)
H (10.38, 18.86, 18.48)
H (8.31, 15.97, 18.09)
H (7.28, 17.49, 16.69)
H (8.91, 17.89, 16.19)
H (8.12, 18.74, 17.56)
C (17.40, 14.12, 19.71)
C (18.76, 13.61, 19.33)
O (19.38, 14.24, 18.45)
N (19.12, 12.47, 19.91)
C (20.39, 11.84, 19.82)
H (17.33, 15.08, 19.20)
H (17.45, 14.19, 20.79)
H (16.62, 13.45, 19.34)
H (18.46, 12.00, 20.52)
H (21.02, 12.71, 19.98)
H (20.57, 11.45, 18.82)
H (20.58, 11.15, 20.65)
C (13.36, 20.18, 21.84)
C (14.54, 19.62, 22.65)
O (14.69, 18.42, 22.83)
N (15.39, 20.53, 23.08)
C (16.70, 20.30, 23.63)
H (12.83, 20.86, 22.50)
H (12.59, 19.55, 21.38)
H (13.68, 20.88, 21.07)
H (14.98, 21.44, 22.94)
H (17.26, 19.58, 23.04)
H (16.59, 20.00, 24.68)
H (17.21, 21.26, 23.66)
C (14.05, 14.29, 11.20)
C (14.52, 13.50, 12.45)
O (13.70, 12.92, 13.08)
N (15.77, 13.78, 12.85)
C (16.34, 12.93, 13.92)
H (13.06, 14.00, 10.86)
H (14.70, 14.26, 10.32)
H (13.99, 15.34, 11.47)
H (16.33, 14.41, 12.29)
H (17.00, 12.28, 13.36)
H (15.61, 12.34, 14.48)
H (16.87, 13.52, 14.66)
C (21.02, 19.83, 21.28)
C (19.65, 19.35, 20.75)
O (19.01, 20.09, 19.98)
N (19.21, 18.14, 21.15)
C (18.05, 17.60, 20.42)
H (21.85, 19.17, 21.00)
H (21.01, 19.81, 22.37)
H (21.20, 20.82, 20.86)
H (19.80, 17.51, 21.66)
H (17.24, 18.28, 20.15)
H (17.53, 16.90, 21.07)
H (18.43, 17.10, 19.53)
C (12.91, 10.97, 16.24)
C (11.41, 11.22, 16.45)
O (10.64, 10.28, 16.27)
N (10.96, 12.39, 16.93)
C (9.54, 12.66, 17.08)
H (13.04, 10.12, 15.57)
H (13.55, 10.89, 17.13)
H (13.41, 11.73, 15.64)
H (11.67, 13.10, 17.06)
H (8.98, 12.54, 16.15)
H (9.35, 13.57, 17.65)
H (9.15, 11.86, 17.70)

Its frontier orbital gap is 0.3118 Ha. The molar mass is 1380.8 g mol⁻¹. The HOMO energy is -0.312 hartree. As for the spin multiplicity: 1.